Entry 1:
Computed, not measured: a molecular structure, C15H28ClN2OPt, with ωB97M-V/def2-TZVPD.

Geometry as XYZ:
```
48
Properties=species:S:1:pos:R:3:forces:R:3
Pt -0.229292 -0.019186 0.468303 0.16 0.59 0.33
N -0.656109 1.161482 2.382132 0.26 -0.16 0.04
C 0.329801 1.046097 3.510229 -0.09 -0.01 -0.06
C 0.952121 -0.325038 3.421202 -0.02 -0.02 0.11
C -0.034046 -1.496388 3.542958 0.05 0.01 -0.19
C 0.215019 -2.525450 2.453488 -0.11 0.02 -0.10
N -0.375000 -2.057824 1.129157 -0.08 -0.14 0.22
H -0.856691 2.136598 2.173819 0.02 0.05 0.02
H -1.531589 0.743176 2.686752 -0.12 0.10 -0.01
H -0.191282 1.215597 4.453289 -0.05 0.00 0.00
H 1.077743 1.828112 3.399584 0.00 0.01 -0.07
H 1.767613 -0.433094 4.136334 -0.05 0.06 0.05
H 1.413916 -0.358819 2.433674 0.26 -0.09 -0.12
H -1.080560 -1.179894 3.458442 0.01 0.03 0.14
H 0.049507 -1.961631 4.523410 0.00 -0.10 -0.03
H -0.265612 -3.477842 2.673851 -0.01 -0.04 0.02
H 1.276819 -2.711514 2.303088 0.02 0.06 -0.05
H -1.374783 -2.242566 1.177463 -0.06 -0.12 -0.06
H -0.015877 -2.637796 0.372015 0.02 -0.07 0.01
C 0.718527 -0.633546 -2.476979 -0.04 -0.13 0.03
C 1.647595 0.303212 -1.737151 0.03 -0.25 -0.23
O 1.789839 -0.148001 -0.349398 0.22 0.14 -0.20
C 3.145460 0.175603 0.200567 0.22 0.04 -0.01
C 3.738215 -0.944691 1.018183 -0.18 -0.05 -0.09
H 0.458542 -0.213337 -3.449431 0.05 -0.02 -0.01
H -0.225719 -0.817897 -1.943435 0.00 0.08 0.00
H 1.188123 -1.603274 -2.639013 0.03 0.03 0.00
H 1.334045 1.349995 -1.746916 -0.09 -0.01 0.08
H 2.632503 0.255357 -2.195054 0.01 0.04 -0.01
H 3.091129 1.137186 0.709941 -0.13 -0.06 0.13
H 3.762131 0.315293 -0.683353 -0.03 0.05 -0.02
H 3.401159 -0.976645 2.046192 -0.12 -0.01 0.15
H 4.817758 -0.791503 1.046070 0.01 0.02 0.00
H 3.564779 -1.910819 0.541269 0.04 0.03 -0.02
Cl -3.508203 -0.974769 -1.352292 -0.04 -0.05 0.18
C -3.027171 0.256138 -2.374279 -0.22 0.03 -0.32
C -3.623664 0.267062 -3.690444 0.15 -0.06 0.25
C -3.249011 1.211664 -4.604625 0.01 0.06 -0.07
C -2.287599 2.151397 -4.231795 0.20 0.04 0.35
C -1.707707 2.149888 -2.907566 -0.13 0.15 -0.52
C -2.082638 1.237192 -1.951728 0.19 0.05 0.28
C -1.604545 1.375097 -0.563169 -0.47 -0.35 -0.26
H -4.362986 -0.490717 -3.924481 0.03 0.01 0.02
H -3.685727 1.233448 -5.594504 -0.01 0.00 0.01
H -1.971674 2.914154 -4.935259 0.01 -0.02 0.03
H -0.988372 2.924901 -2.668337 -0.03 0.00 -0.02
H -2.410067 1.255464 0.166702 0.00 0.04 -0.01
H -1.026417 2.288127 -0.408905 0.05 -0.01 0.01
```
Forces are in eV/Å.

## Properties
ΔE to the lowest compared entry with this formula, charge and spin: 0.110 eV
Total charge: +3
<S²>: 6.028
LUMO energy (alpha / beta): -9.77 / -13.50 eV
Highest occupied orbital energy (alpha / beta): -18.6106 / -19.9485 eV
Total energy: -1351.39908 hartree
F_max: 0.7 eV/A
Frontier orbital gap (alpha / beta): 0.3250 / 0.2371 Ha
Multiplicity: 5

The net atomic charges from Mulliken, expressed in e, are:
1 Pt 1.752
2 N -0.636
3 C -1.050
4 C 0.568
5 C -0.798
6 C -0.627
7 N -0.901
8 H 0.330
9 H 0.358
10 H 0.388
11 H 0.477
12 H 0.611
13 H -0.798
14 H 0.307
15 H 0.471
16 H 0.475
17 H 0.330
18 H 0.379
19 H 0.315
20 C -0.921
21 C -0.252
22 O -0.708
23 C -0.393
24 C -1.024
25 H 0.379
26 H 0.111
27 H 0.360
28 H 0.244
29 H 0.543
30 H 0.234
31 H 0.604
32 H 0.198
33 H 0.429
34 H 0.316
35 Cl -0.040
36 C 1.118
37 C -0.593
38 C -0.544
39 C -0.607
40 C -0.251
41 C 0.197
42 C -1.650
43 H 0.483
44 H 0.480
45 H 0.469
46 H 0.459
47 H 0.727
48 H 0.683

Entry 2:
Computed, not measured: a molecular structure, C15H28F5N4O3TeV, with ωB97M-V/def2-TZVPD.

Geometry as XYZ:
```
57
Properties=species:S:1:pos:R:3:forces:R:3
V 0.048134 -0.042853 -0.277631 -0.40 0.35 0.58
C -2.557565 -1.499928 -0.838712 0.01 0.00 0.00
C -1.692955 -1.874061 -2.018010 0.00 -0.02 0.03
N -0.614111 -0.860467 -2.191971 0.13 -0.03 -0.11
C -0.991883 0.262339 -3.091860 -0.01 0.01 0.04
C -1.570288 1.397331 -2.295958 0.05 -0.08 -0.02
C -2.339036 2.405545 -2.837117 -0.02 0.01 -0.01
C -2.767232 3.432241 -2.005365 0.03 -0.03 0.02
C -2.418858 3.416276 -0.663291 -0.03 0.01 -0.02
C -1.648014 2.371100 -0.190285 -0.02 0.02 0.08
C -1.186506 2.260335 1.233095 0.04 -0.08 0.02
N -0.567928 0.934892 1.491306 0.06 -0.13 0.35
C -1.388683 0.033774 2.342434 0.08 0.10 -0.06
C -2.405048 -0.649973 1.461970 0.00 0.03 0.02
N -1.673047 -1.271719 0.331728 -0.10 -0.11 -0.06
N -1.240150 1.384502 -0.995557 -0.12 0.19 -0.25
H -3.298946 -2.274769 -0.635627 0.00 -0.01 0.00
H -3.094776 -0.570324 -1.026513 -0.02 0.00 -0.01
H -2.288383 -1.957249 -2.927579 0.00 -0.01 -0.01
H -1.217599 -2.836364 -1.838859 -0.01 0.03 -0.02
H 0.170089 -1.332073 -2.650654 -0.08 -0.01 -0.03
H -1.687536 -0.073856 -3.861792 0.00 -0.01 -0.02
H -0.090161 0.604461 -3.606179 0.02 0.00 0.02
H -2.594425 2.391214 -3.887916 0.00 0.01 0.00
H -3.369668 4.238428 -2.402029 0.00 0.00 0.00
H -2.738709 4.203359 0.005918 0.00 0.00 0.00
H -2.020011 2.427791 1.918395 0.02 0.04 0.00
H -0.440532 3.031459 1.434544 -0.02 0.02 -0.03
H 0.332744 1.104595 1.975124 -0.04 -0.03 -0.16
H -1.865108 0.587712 3.153012 0.01 -0.03 0.02
H -0.715948 -0.702812 2.783073 0.00 0.00 0.03
H -3.096647 0.085586 1.047174 -0.01 -0.01 -0.03
H -2.997865 -1.382359 2.012360 0.01 0.01 0.00
H -1.329219 -2.182245 0.633825 0.01 0.02 0.01
C 1.474313 -2.873064 0.605388 0.01 0.03 -0.03
O 1.456623 -1.498782 1.012778 0.29 0.11 0.39
C 2.546868 -1.323811 2.019839 -0.09 0.08 -0.19
C 2.288431 -0.238077 3.040329 -0.08 -0.13 -0.15
O 2.021458 1.014508 2.458544 -0.13 0.18 -0.02
C 3.166923 1.856562 2.245655 0.01 -0.08 0.03
H 0.913879 -3.464566 1.334382 -0.02 -0.01 -0.03
H 2.505273 -3.229224 0.546022 0.00 0.02 0.01
H 1.354767 -3.480827 -1.249061 -0.02 -0.06 -0.02
H 3.461216 -1.137356 1.459000 0.00 0.01 -0.04
H 2.636317 -2.268969 2.556021 0.03 -0.02 0.02
H 3.166161 -0.194324 3.691402 0.05 -0.03 0.00
H 1.446250 -0.507212 3.678790 -0.12 0.05 -0.02
H 3.590612 2.157466 3.204018 -0.01 -0.02 0.02
H 2.827971 2.735418 1.705710 -0.06 -0.02 0.00
H 3.918541 1.346178 1.646603 0.04 -0.06 -0.06
F 1.400745 1.190047 -0.503273 -0.11 -0.25 -0.02
Te 2.813725 -0.717354 -1.757698 0.56 -0.03 -0.20
F 4.127997 -0.173524 -0.499014 0.06 0.02 0.04
F 3.803627 -2.282894 -1.841199 -0.01 0.01 -0.01
F 3.643031 0.405196 -2.944503 0.06 -0.09 -0.04
F 1.931696 -1.474962 -3.338109 -0.10 0.03 -0.03
O 0.859460 -2.902296 -0.652679 0.00 0.01 -0.02
```
Forces are in eV/Å.

## Properties
ΔE to the lowest compared entry with this formula, charge and spin: 0.000 eV
Total charge: +2
<S²>: 2.011
LUMO energy (alpha / beta): -7.06 / -6.19 eV
Highest occupied orbital energy (alpha / beta): -16.0457 / -16.0617 eV
Total energy: -2744.08222 hartree
F_max: 0.8 eV/A
Frontier orbital gap (alpha / beta): 0.3301 / 0.3629 Ha
Multiplicity: 3

The net atomic charges from Mulliken, expressed in e, are:
1 V 0.850
2 C -0.837
3 C -1.041
4 N 0.036
5 C -1.537
6 C 0.972
7 C -1.099
8 C -0.477
9 C -1.130
10 C 0.762
11 C -1.160
12 N 0.115
13 C -0.638
14 C -0.952
15 N -0.042
16 N 0.923
17 H 0.581
18 H 0.429
19 H 0.502
20 H 0.361
21 H 0.319
22 H 0.552
23 H 0.396
24 H 0.560
25 H 0.461
26 H 0.576
27 H 0.541
28 H 0.500
29 H 0.185
30 H 0.506
31 H 0.216
32 H 0.342
33 H 0.552
34 H 0.320
35 C -0.983
36 O 0.405
37 C -0.664
38 C -0.981
39 O -0.545
40 C -0.845
41 H 0.329
42 H 0.591
43 H 0.358
44 H 0.307
45 H 0.523
46 H 0.541
47 H 0.288
48 H 0.312
49 H 0.300
50 H 0.287
51 F -0.647
52 Te 1.934
53 F -0.474
54 F -0.404
55 F -0.354
56 F -0.601
57 O -0.322

Entry 3:
Computed, not measured: a molecular structure, C15H28F6N3O2SbW at a distorted geometry, with ωB97M-V/def2-TZVPD.

Geometry as XYZ:
```
56
Properties=species:S:1:pos:R:3:forces:R:3
W 0.551634 0.085021 -0.078712 3.38 -1.73 1.07
C -2.363866 2.750321 2.223388 0.07 0.11 0.26
C -1.943266 2.052621 0.992888 -1.13 -1.14 -0.22
C -2.877366 1.294021 0.271688 0.67 0.26 0.10
C -2.544266 0.695521 -0.955912 -0.30 -0.20 0.79
C -3.591066 -0.037779 -1.696112 -0.02 -0.13 -0.20
C -1.250466 0.909121 -1.508612 0.99 1.50 -0.17
C -0.386866 1.940321 -0.951112 -2.77 0.40 0.35
C 0.336134 2.902121 -1.828512 0.87 0.08 -0.47
C -0.633166 2.215421 0.457188 0.77 0.78 -2.06
H -2.978766 3.612321 1.935888 0.03 0.06 -0.08
H -1.529066 3.132121 2.802988 0.04 0.01 0.11
H -3.018966 2.136421 2.842388 0.05 -0.05 0.05
H -3.893066 1.219421 0.635888 -0.10 0.01 0.02
H -4.251166 0.709821 -2.151412 -0.04 0.09 -0.09
H -4.235166 -0.623979 -1.042412 0.02 -0.03 0.10
H -3.207266 -0.659879 -2.499412 0.06 -0.01 -0.06
H -1.141766 0.704421 -2.577712 0.20 -0.16 0.28
H -0.364166 3.684821 -2.148612 -0.17 -0.18 0.29
H 0.707634 2.439421 -2.746412 0.05 0.01 0.22
H 1.156134 3.404521 -1.313112 0.06 -0.08 -0.07
H -0.055066 3.033021 0.895388 0.18 -0.43 -0.01
N -0.802666 -0.785579 1.665988 0.18 0.31 -0.51
C -0.712866 -2.263779 1.961888 0.21 -0.95 0.01
C -1.601666 -3.103279 1.054188 -0.02 0.28 -0.16
C -1.416666 -2.878479 -0.447312 0.02 -0.23 0.12
C 0.034434 -3.013579 -0.929412 -0.62 -0.74 0.62
N 0.538334 -1.716579 -1.438712 0.54 0.67 -0.15
H -0.509966 -0.325679 2.537388 0.03 0.07 -0.28
H -1.814066 -0.601679 1.604088 0.43 0.26 -0.20
H -1.036266 -2.455479 2.988388 0.13 0.33 0.00
H 0.333834 -2.569379 1.886588 -0.20 0.13 0.08
H -2.655566 -2.939779 1.297788 0.02 -0.01 0.08
H -1.401466 -4.150879 1.288688 0.01 0.03 0.06
H -1.791066 -1.888279 -0.740112 -0.08 -0.10 -0.01
H -2.049566 -3.611879 -0.948812 0.01 0.15 -0.13
H 0.097134 -3.773379 -1.718712 0.20 0.37 0.01
H 0.689334 -3.343079 -0.114712 -0.01 0.13 -0.27
H 0.154234 -1.575779 -2.386112 0.03 0.30 0.48
H 1.553434 -1.837879 -1.603112 0.00 0.28 -0.07
N 2.079234 1.316921 1.373688 -0.33 0.18 -0.77
C 2.835234 0.428521 2.259788 0.15 -1.77 -0.18
C 2.694034 -1.076179 1.737488 3.22 1.68 3.81
O 3.331634 -1.936279 2.254388 -0.80 0.02 -0.82
O 1.804034 -1.150579 0.821588 -3.70 0.08 -3.50
H 2.723334 1.651821 0.639988 -0.06 -0.13 0.07
H 1.816334 2.146721 1.913388 -0.35 -0.22 -0.32
H 2.451834 0.443621 3.285788 0.01 0.17 -0.23
H 3.913234 0.623221 2.268488 -0.29 0.20 -0.09
F 1.838534 0.642021 -1.593312 -2.20 -0.59 2.07
Sb 4.147734 0.405821 -2.218812 -1.71 -0.30 1.85
F 3.275434 -1.336579 -2.340612 0.90 1.12 -0.28
F 3.853934 0.017121 -0.289512 0.87 0.45 -1.47
F 5.955434 -0.030079 -2.225312 -1.22 0.49 -0.40
F 3.926534 2.217621 -1.567812 0.51 -1.47 -0.83
F 3.257834 0.871521 -3.836812 1.23 -0.37 1.21
```
Forces are in eV/Å.

## Properties
ΔE to the lowest compared entry with this formula, charge and spin: 3.553 eV
Total charge: +3
<S²>: 0.764
LUMO energy (alpha / beta): -13.99 / -13.68 eV
Highest occupied orbital energy (alpha / beta): -19.4343 / -19.4415 eV
Total energy: -1808.64389 hartree
F_max: 5.3 eV/A
Frontier orbital gap (alpha / beta): 0.2000 / 0.2117 Ha
Multiplicity: 2

The net atomic charges from Mulliken, expressed in e, are:
1 W 2.301
2 C -1.656
3 C 0.466
4 C -0.553
5 C 0.837
6 C -1.640
7 C -0.526
8 C 0.219
9 C -1.249
10 C -0.705
11 H 0.391
12 H 0.460
13 H 0.431
14 H 0.597
15 H 0.436
16 H 0.467
17 H 0.442
18 H 0.827
19 H 0.331
20 H 0.384
21 H 0.410
22 H 0.888
23 N -0.757
24 C -0.525
25 C -1.169
26 C 0.535
27 C -0.776
28 N -0.490
29 H 0.410
30 H 0.263
31 H 0.533
32 H 0.250
33 H 0.440
34 H 0.373
35 H -0.625
36 H 0.586
37 H 0.510
38 H 0.352
39 H 0.417
40 H 0.216
41 N -0.564
42 C -0.707
43 C 0.642
44 O -0.456
45 O -0.631
46 H 0.313
47 H 0.358
48 H 0.428
49 H 0.387
50 F -0.361
51 Sb 2.087
52 F -0.657
53 F -0.567
54 F -0.381
55 F -0.526
56 F -0.465